This record from the Open Molecules 2025 dataset describes 2 unconnected molecules or ions with the total composition C4H11NO2. The level of theory is ωB97M-V with the def2-TZVPD basis set.

Values from the calculation:
- Multiplicity: 1
- LUMO: 0.0244 hartree
- Total charge: 0
- SMILES: CCC(N)=O.CO

Each line ends with the Löwdin charge.
CARTESIAN COORDINATES (ANGSTROEM)
C (-0.41161, 0.74982, -1.34795)  -0.1762
C (0.94947, 1.27416, -1.78285)  -0.0803
C (-0.84995, 1.16145, 0.03499)  -0.5604
O (-0.50028, 2.19895, 0.55470)  0.0630
N (-1.65375, 0.27191, 0.70850)  0.1442
H (-1.21798, 1.08426, -2.01461)  0.1254
H (-0.47813, -0.32340, -1.41120)  0.0944
H (1.49897, 0.50439, -2.31431)  0.0722
H (-2.17408, 0.65640, 1.48149)  0.1140
H (-2.03225, -0.51858, 0.21416)  0.1019
H (1.52171, 1.66126, -0.95046)  0.0748
H (0.82850, 2.08248, -2.46335)  0.0615
C (1.11322, -1.85158, 1.38927)  -0.1385
O (0.01660, -2.10034, 2.29477)  -0.1411
H (-0.70014, -1.49897, 2.06287)  0.0306
H (0.99696, -2.42540, 0.46678)  0.0721
H (1.96973, -2.12515, 1.99393)  0.0781
H (1.12303, -0.80167, 1.08327)  0.0643


This record from the Open Molecules 2025 dataset describes C4H11NO2 in the gas phase. The level of theory is ωB97M-V with the def2-TZVPD basis set.

Values from the calculation:
- Multiplicity: 1
- LUMO: 0.0308 hartree
- Total charge: 0
- SMILES: C[C@@H](O)CNCO

Each line ends with the Löwdin charge.
CARTESIAN COORDINATES (ANGSTROEM)
C (-0.78206, -0.33037, -0.00025)  -0.1519
C (0.53181, -1.16724, -0.22837)  -0.4194
C (0.59158, -1.68513, -1.64507)  -0.0619
O (1.69536, -0.44771, 0.14609)  -0.0458
N (-0.58522, 1.10834, 0.08573)  -0.0595
C (-0.11388, 1.76874, 1.25756)  -0.2816
O (-0.99591, 1.53129, 2.37729)  -0.0745
H (-1.30835, -0.69385, 0.88375)  0.1129
H (-1.45901, -0.46250, -0.84751)  0.1108
H (0.51213, -1.96819, 0.51078)  0.1359
H (-0.33181, -2.20619, -1.90065)  0.0793
H (1.45090, -2.35144, -1.76206)  0.0817
H (0.70634, -0.88359, -2.37604)  0.0815
H (1.81809, 0.26895, -0.47624)  0.0820
H (-0.56972, 1.58453, -0.78862)  0.1052
H (0.82760, 1.37069, 1.62530)  0.1093
H (-0.09879, 2.83861, 1.07087)  0.1175
H (-1.88907, 1.72507, 2.06744)  0.0786


This record from the Open Molecules 2025 dataset describes 3 unconnected molecules or ions with the total composition C4H11NO2. The level of theory is ωB97M-V with the def2-TZVPD basis set.

Values from the calculation:
- Multiplicity: 1
- LUMO: 0.0241 hartree
- Total charge: 0
- SMILES: C=NC(=C)C.O.O

Each line ends with the Löwdin charge.
CARTESIAN COORDINATES (ANGSTROEM)
C (-0.90554, 1.26177, -2.09991)  -0.0240
C (-0.68480, 1.15167, -0.48183)  -0.3470
C (-1.47410, 1.54013, 0.56911)  0.0443
C (1.55645, 0.96377, 0.47432)  -0.0036
N (0.52948, 0.52614, -0.13015)  -0.0425
H (-0.40742, 0.35357, -2.36598)  0.0371
H (-1.99451, 1.23330, -2.48218)  0.0923
H (-0.44499, 2.22875, -2.47363)  0.0822
H (-1.28530, 1.24836, 1.64317)  0.0784
H (-2.42356, 1.80311, 0.44669)  -0.0103
H (2.31530, 0.25727, 0.80465)  0.0755
H (1.83874, 2.03318, 0.53734)  0.0922
H (-0.54584, -1.53219, 2.28554)  0.0167
H (0.33406, -1.10838, 1.15764)  -0.0236
O (0.35007, -1.50412, 2.02953)  -0.0417
H (1.32510, -3.74131, 0.66636)  0.0528
H (0.95819, -2.87018, -0.32332)  0.0140
O (0.95867, -3.84484, -0.25735)  -0.0928


This record from the Open Molecules 2025 dataset describes 3 unconnected molecules or ions with the total composition C4H11NO2. The level of theory is ωB97M-V with the def2-TZVPD basis set.

Values from the calculation:
- Multiplicity: 2
- ⟨S²⟩: 0.7697
- LUMO (alpha / beta): -0.2025 / -0.2886 hartree
- Total charge: +1

Each line ends with the Mulliken spin population.
CARTESIAN COORDINATES (ANGSTROEM)
C (1.46658, 3.43619, 1.83887)  0.0251
C (0.92840, 2.43637, 0.87261)  0.1203
C (1.36124, 1.89563, -0.28479)  0.4631
C (-1.08401, 1.06846, 1.07126)  0.0432
N (-0.35950, 2.10766, 1.20425)  0.2619
H (0.72084, 4.16893, 2.19790)  0.0038
H (2.16489, 3.14949, 2.71582)  -0.0020
H (2.18979, 4.15466, 1.27879)  -0.0008
H (0.99707, 0.90521, -0.24192)  0.0371
H (2.19816, 2.13935, -0.96511)  0.0236
H (-2.17284, 1.13832, 0.83727)  0.0089
H (-0.58189, 0.14008, 1.05465)  0.0158
H (-3.52114, -1.82041, -4.95007)  0.0000
H (-4.49553, -2.84120, -4.65751)  0.0000
O (-4.34594, -2.16133, -5.36893)  0.0000
H (1.54153, -6.69156, 0.40022)  0.0000
H (1.08684, -6.75083, 1.74703)  0.0000
O (1.90551, -6.47502, 1.24967)  0.0000


This record from the Open Molecules 2025 dataset describes a gas-phase ion, C4H11NO2 (charge +1). The level of theory is ωB97M-V with the def2-TZVPD basis set.

Values from the calculation:
- Multiplicity: 2
- ⟨S²⟩: 0.7554
- LUMO (alpha / beta): -0.1340 / -0.3107 hartree
- Total charge: +1

Each line ends with the Mulliken spin population.
CARTESIAN COORDINATES (ANGSTROEM)
C (-0.92400, 0.47504, -0.05093)  0.0187
C (-0.33935, 0.69846, 1.32393)  0.0711
C (0.35513, 2.16711, 1.40862)  -0.0008
O (0.77013, -0.31343, 1.41720)  0.0073
N (-1.04806, -0.73992, -0.76579)  0.7411
C (-0.12865, -1.18458, -1.82314)  -0.0108
O (1.27050, -1.08739, -1.48228)  0.0572
H (-1.79091, 1.08256, -0.21666)  0.0203
H (-0.26707, 1.08941, -0.73267)  0.0046
H (-1.13798, 0.57367, 2.19678)  -0.0019
H (-0.43903, 2.87166, 1.04641)  -0.0006
H (0.76507, 2.43427, 2.31556)  0.0006
H (1.17581, 2.06638, 0.67017)  -0.0006
H (0.39915, -1.11697, 1.66928)  0.0028
H (-2.03682, -1.22287, -0.77630)  -0.0360
H (-0.30781, -0.76944, -2.85739)  0.0762
H (-0.24584, -2.31525, -1.99256)  0.0530
H (1.11797, -1.24368, -0.59236)  -0.0023


This record from the Open Molecules 2025 dataset describes 3 unconnected molecules or ions with the total composition C4H11NO2. The level of theory is ωB97M-V with the def2-TZVPD basis set.

Values from the calculation:
- Multiplicity: 2
- ⟨S²⟩: 0.7597
- LUMO (alpha / beta): -0.2061 / -0.3052 hartree
- Total charge: +1

Each line ends with the Mulliken spin population.
CARTESIAN COORDINATES (ANGSTROEM)
C (1.63818, -1.95995, 0.07586)  0.0446
C (1.23584, -0.49499, 0.18735)  0.2379
C (1.87886, 0.16647, 1.13301)  0.4112
C (-0.59043, 1.03672, -0.23959)  0.0824
N (0.18015, 0.09666, -0.60456)  0.1195
H (1.64149, -2.40459, -1.03861)  -0.0028
H (0.81503, -2.52070, 0.49001)  0.0344
H (2.68406, -2.00625, 0.35925)  -0.0011
H (2.25437, 1.19763, 0.89025)  0.0410
H (2.34538, -0.30705, 2.01623)  0.0380
H (-1.52634, 1.36269, -0.63776)  0.0086
H (-0.45631, 1.82684, 0.58127)  -0.0120
H (1.04214, 4.36410, -1.34351)  0.0002
H (0.97730, 3.11718, -0.57165)  -0.0029
O (0.45723, 3.64592, -1.08005)  0.0010
H (-4.53324, -2.56363, 0.65074)  0.0000
H (-5.44100, -2.40592, -0.65058)  0.0000
O (-4.60272, -2.15113, -0.21765)  0.0000


This record from the Open Molecules 2025 dataset describes 2 unconnected molecules or ions with the total composition C4H11NO2. The level of theory is ωB97M-V with the def2-TZVPD basis set.

Values from the calculation:
- Multiplicity: 2
- ⟨S²⟩: 0.7557
- LUMO (alpha / beta): -0.1735 / -0.3376 hartree
- Total charge: +1

Each line ends with the Mulliken spin population.
CARTESIAN COORDINATES (ANGSTROEM)
C (-1.04819, 0.33516, 1.33960)  -0.0345
N (-0.09871, 0.63705, 0.50493)  0.0858
C (-0.44137, 1.19661, -0.81900)  0.0093
C (0.76251, 1.35226, -1.70272)  -0.0044
C (1.26574, 0.06049, -2.39715)  0.0012
O (-2.21108, 0.01445, 1.02073)  0.8512
H (-0.93651, 0.55174, 2.42149)  0.0731
H (0.82514, 0.83049, 0.87165)  -0.0058
H (-1.18671, 0.54055, -1.29852)  0.0148
H (-0.97544, 2.14225, -0.69328)  0.0053
H (0.51555, 2.02335, -2.52611)  0.0010
H (1.60445, 1.79353, -1.16639)  0.0035
H (1.68707, 0.24234, -3.37382)  -0.0002
H (0.47826, -0.69667, -2.36379)  -0.0005
H (2.10182, -0.41027, -1.85761)  0.0000
H (-0.08475, -3.47728, 3.65952)  0.0000
H (-1.41386, -3.95864, 4.21093)  0.0000
O (-0.84392, -3.17739, 4.16954)  0.0000


This record from the Open Molecules 2025 dataset describes 2 unconnected molecules or ions with the total composition C4H11NO2. The level of theory is ωB97M-V with the def2-TZVPD basis set.

Values from the calculation:
- Multiplicity: 2
- ⟨S²⟩: 0.7843
- LUMO (alpha / beta): -0.1500 / -0.3319 hartree
- Total charge: +1

Each line ends with the Mulliken spin population.
CARTESIAN COORDINATES (ANGSTROEM)
C (0.45991, 1.35893, -1.46127)  -0.0129
C (-0.15545, 1.89920, -0.14278)  -0.0072
C (-0.05080, -0.05499, -1.72400)  -0.1199
N (-0.03250, -0.83849, -0.65312)  0.6421
C (-0.69269, -2.16531, -0.60733)  -0.0013
O (-0.30022, -0.42341, -2.87751)  0.4736
H (1.52247, 1.20794, -1.68747)  -0.0100
H (0.03779, 1.73052, -2.30928)  0.0020
H (-1.24851, 1.79919, -0.17280)  0.0035
H (0.17565, 1.38001, 0.72044)  0.0011
H (0.07693, 2.89061, 0.08594)  0.0025
H (0.72686, -0.63075, 0.21577)  -0.0293
H (0.08431, -2.83196, -0.24298)  0.0135
H (-0.62049, -2.55671, -1.66605)  0.0075
H (-1.61618, -2.12101, 0.01568)  0.0348
H (-0.01010, 0.31337, 4.36625)  0.0000
H (1.21491, -0.60370, 4.34892)  0.0000
O (0.42811, -0.35344, 3.79158)  0.0000


E (computed, hartree): -364.23993, -364.21274, -364.14860, -363.81993, -363.83995, -363.79651, -363.88382, -363.85599
Energy relative to the best compared isomer or geometry (same formula, charge and spin) (computed, kcal per mole): 17.7, 34.8, 75.0, 68.1, 55.5, 82.8, 28.0, 45.4